(1)
Entry from the OMol25 dataset: a single CH3ClFNS molecule at a distorted geometry (the ωB97M-V functional and the def2-TZVPD basis).

Lowest unoccupied orbital energy (spin up / spin down), eV: -0.68 / -0.68
Maximum force, eV Å⁻¹: 5.22
Spin multiplicity: 1
HOMO-LUMO gap (spin up / spin down), eV: 9.044 / 9.045

Last column: natural (NBO) charge in e.
Positions of all 8 atoms, in Å:
C: 0.44990 -0.79702 -0.44226  -0.065
N: 0.36247 1.51577 0.42465  -0.960
F: 0.75557 -1.98420 0.29547  -0.372
S: -0.64301 0.18912 0.73872  0.907
Cl: -2.44306 0.36491 -0.46828  -0.305
H: 1.43708 -0.38162 -0.52501  0.233
H: -0.25775 -1.00095 -1.32332  0.213
H: 0.33880 2.09399 1.30003  0.349

Force components x, y, z for each atom (eV/Å):
C -2.158 -2.511 0.781
N -1.972 -1.954 2.380
F -0.801 0.665 -0.991
S 3.650 3.229 -1.856
Cl 0.416 -0.232 0.239
H -0.306 1.050 -0.580
H 1.675 0.055 0.973
H -0.504 -0.303 -0.946



(2)
Entry from the OMol25 dataset: a single CH3ClFOP molecule at a distorted geometry (the ωB97M-V functional and the def2-TZVPD basis).

Lowest unoccupied orbital energy (spin up / spin down), eV: 0.65 / -3.98
Maximum force, eV Å⁻¹: 4.97
Spin multiplicity: 3
Expectation value of S²: 2.00
HOMO-LUMO gap (spin up / spin down), eV: 6.132 / 7.589

Last column: natural (NBO) charge in e.
Positions of all 8 atoms, in Å:
C: 1.03056 0.10470 0.15663  -0.247
O: -0.04091 -0.49147 0.88213  -0.820
F: -1.37971 -1.32505 -1.06089  -0.565
P: -1.60579 -0.54684 0.39291  1.380
Cl: -2.02701 1.42271 -0.33041  -0.321
H: 1.85354 0.00933 0.79152  0.196
H: 0.88359 1.19113 -0.04623  0.186
H: 1.28575 -0.36450 -0.78566  0.190

Force components x, y, z for each atom (eV/Å):
C -0.603 1.623 -0.901
O -1.855 -0.210 -0.003
F -0.929 1.101 1.587
P 3.208 -3.737 -0.648
Cl -0.470 2.522 -1.130
H 1.336 -0.136 1.027
H -0.215 -0.692 0.230
H -0.472 -0.470 -0.163



(3)
Entry from the OMol25 dataset: 2 unconnected molecules or ions with the total composition CH3ClN2O at a distorted geometry (the ωB97M-V functional and the def2-TZVPD basis).

Lowest unoccupied orbital energy, eV: 0.40
Maximum force, eV Å⁻¹: 2.53
Spin multiplicity: 1
HOMO-LUMO gap, eV: 10.128

Last column: natural (NBO) charge in e.
Positions of all 8 atoms, in Å:
N: -0.92804 -0.63868 -0.62379  -0.811
C: -1.10934 -1.72371 -0.11859  0.880
O: -1.29712 -2.61026 0.59274  -0.468
H: -0.85877 -0.50177 -1.57226  0.412
N: 1.07806 1.51836 0.00329  -0.780
Cl: 2.10369 0.94000 1.28884  0.032
H: 0.62366 2.27610 0.47151  0.355
H: 0.38787 0.73996 -0.04174  0.380

Force components x, y, z for each atom (eV/Å):
N -0.101 -0.145 1.546
C -0.135 0.402 0.912
O -0.052 -0.827 -0.049
H 0.171 0.403 -2.488
N -0.140 -1.262 0.048
Cl 0.451 -0.138 0.141
H -0.581 0.632 0.034
H 0.386 0.935 -0.144



(4)
Entry from the OMol25 dataset: a single CH3ClN2O2 molecule at a distorted geometry (the ωB97M-V functional and the def2-TZVPD basis).

Lowest unoccupied orbital energy (spin up / spin down), eV: -0.31 / -0.31
Maximum force, eV Å⁻¹: 6.05
Spin multiplicity: 1
HOMO-LUMO gap (spin up / spin down), eV: 9.358 / 9.356

Last column: natural (NBO) charge in e.
Positions of all 9 atoms, in Å:
O: 1.67400 -1.24187 0.91007  -0.526
N: 0.52448 -0.45836 0.38314  0.155
C: -0.48856 -1.21634 -0.25552  -0.233
Cl: -1.65749 -1.43592 1.05056  -0.012
N: 0.23630 0.75933 0.52759  0.101
O: 1.02121 1.36742 1.45581  -0.470
H: -1.00295 -0.44162 -0.99896  0.239
H: -0.15447 -2.14102 -0.66172  0.257
H: 0.66161 2.28237 1.41420  0.489

Force components x, y, z for each atom (eV/Å):
O -4.486 3.360 -1.787
N 5.470 -1.254 2.260
C -2.484 2.830 -1.367
Cl -0.753 -0.866 0.075
N 0.647 -1.271 0.459
O -0.325 0.426 -0.795
H 1.093 -2.155 1.173
H 0.387 -0.396 -0.206
H 0.450 -0.675 0.188



(5)
Entry from the OMol25 dataset: 2 unconnected molecules or ions with the total composition CH3ClN2O2 at a distorted geometry (the ωB97M-V functional and the def2-TZVPD basis).

Lowest unoccupied orbital energy (spin up / spin down), eV: -0.86 / -1.71
Maximum force, eV Å⁻¹: 3.17
Spin multiplicity: 1
HOMO-LUMO gap (spin up / spin down), eV: 8.309 / 7.288

Last column: natural (NBO) charge in e.
Positions of all 9 atoms, in Å:
C: -0.33179 1.45036 -0.53689  -0.425
N: 0.00814 -1.31289 0.79939  0.099
N: 0.91169 -0.70726 0.17085  0.215
O: 0.00291 -2.47049 1.15673  -0.475
O: 2.01560 -1.05978 -0.14623  -0.234
Cl: -1.37134 0.78443 -1.66453  0.056
H: -0.82746 1.86345 0.37574  0.194
H: 0.45592 2.20600 -0.97189  0.214
H: -0.86366 -0.75381 0.81684  0.356

Force components x, y, z for each atom (eV/Å):
C 1.478 2.767 0.469
N -1.303 1.711 -0.504
N -0.302 1.796 -0.723
O 0.261 -2.490 0.854
O 0.761 -0.615 0.122
Cl -0.485 -0.409 -0.537
H 0.478 -0.758 -0.672
H -1.351 -1.975 0.845
H 0.462 -0.027 0.147



(6)
Entry from the OMol25 dataset: a gas-phase ion, CH3ClO2PS (charge -1) at a distorted geometry (the ωB97M-V functional and the def2-TZVPD basis).

Lowest unoccupied orbital energy, eV: 3.43
Total charge: -1
Maximum force, eV Å⁻¹: 9.02
Spin multiplicity: 1
HOMO-LUMO gap, eV: 7.780

Last column: natural (NBO) charge in e.
Positions of all 9 atoms, in Å:
C: -0.12709 -0.38035 -0.26885  -0.750
S: 1.31066 -1.41396 0.27512  -0.176
P: 2.85639 -0.11524 -0.41032  1.765
O: 3.81729 -0.83041 -1.18672  -1.113
O: 1.76305 1.34094 -1.25004  -1.087
Cl: 3.78482 0.76038 1.15327  -0.337
H: -0.71177 -0.79267 -1.21924  0.189
H: 0.42792 0.47736 -0.61582  0.322
H: -0.82953 -0.12386 0.45298  0.188

Force components x, y, z for each atom (eV/Å):
C 0.058 -1.898 -2.964
S -0.739 0.275 0.075
P -6.408 5.875 -2.422
O 2.349 -1.678 -1.503
O 4.089 -4.283 2.709
Cl 0.188 0.249 0.783
H 1.428 0.391 2.020
H 0.014 0.976 -0.406
H -0.979 0.093 1.708



(7)
Entry from the OMol25 dataset: 2 unconnected molecules or ions with the total composition CH3ClO2PS at a distorted geometry (the ωB97M-V functional and the def2-TZVPD basis).

Lowest unoccupied orbital energy (spin up / spin down), eV: 3.11 / 3.30
Total charge: -1
Maximum force, eV Å⁻¹: 1.78
Spin multiplicity: 1
HOMO-LUMO gap (spin up / spin down), eV: 6.146 / 7.641

Last column: natural (NBO) charge in e.
Positions of all 9 atoms, in Å:
C: -0.87412 0.58490 -0.15459  -0.485
O: 3.14792 1.45855 -0.92340  -1.094
O: 2.02185 1.20920 1.34486  -1.016
P: 2.34353 0.46891 -0.10037  1.542
S: 3.01072 -1.38672 0.37967  -0.782
Cl: -1.72446 -0.46396 0.89510  -0.040
H: -0.59911 0.15893 -1.06755  0.190
H: -0.91386 1.67278 0.07327  0.198
H: 1.38648 0.60462 1.81389  0.488

Force components x, y, z for each atom (eV/Å):
C 0.124 1.401 1.097
O -0.953 -1.055 0.665
O -1.031 -0.606 0.467
P 1.004 0.381 0.038
S -0.364 0.580 -0.451
Cl -0.039 0.002 0.204
H 0.219 -0.262 -1.183
H 0.076 -1.200 -0.311
H 0.965 0.761 -0.527



(8)
Entry from the OMol25 dataset: 2 unconnected molecules or ions with the total composition CH3ClO2PS at a distorted geometry (the ωB97M-V functional and the def2-TZVPD basis).

Lowest unoccupied orbital energy, eV: 3.09
Total charge: -1
Maximum force, eV Å⁻¹: 2.53
Spin multiplicity: 1
HOMO-LUMO gap, eV: 6.844

Last column: natural (NBO) charge in e.
Positions of all 9 atoms, in Å:
C: -0.24280 -1.35279 0.21664  -0.794
O: 1.16509 0.43915 -1.74889  -1.077
O: -1.39096 1.90951 0.44114  -1.237
P: 0.77207 0.19439 -0.36248  1.736
S: 1.48492 -1.68349 0.50347  -0.268
Cl: 1.67921 1.60295 0.85413  -0.253
H: -0.63600 -1.95208 -0.69299  0.234
H: -1.96038 2.00285 -0.34883  0.403
H: -0.87114 -1.16049 1.13780  0.257

Force components x, y, z for each atom (eV/Å):
C -1.021 1.730 -1.171
O -0.337 0.083 -0.679
O 0.479 -0.794 -0.939
P -1.018 -1.310 1.911
S 1.467 0.153 0.203
Cl -0.569 -0.630 -0.126
H 0.097 1.265 1.774
H 0.429 -0.114 0.516
H 0.473 -0.383 -1.489



(9)
Entry from the OMol25 dataset: 2 unconnected molecules or ions with the total composition CH3ClO2S at a distorted geometry (the ωB97M-V functional and the def2-TZVPD basis).

Lowest unoccupied orbital energy, eV: 0.34
Maximum force, eV Å⁻¹: 4.87
Spin multiplicity: 1
HOMO-LUMO gap, eV: 8.728

Last column: natural (NBO) charge in e.
Positions of all 8 atoms, in Å:
O: -1.55514 1.38681 -0.92675  -0.842
S: -1.39692 0.75584 0.55127  0.521
Cl: -2.47833 -0.84995 0.34300  -0.176
H: -0.66623 1.30167 -1.35682  0.500
C: 1.49245 -0.56599 0.31439  0.320
O: 1.01299 0.13708 -0.50058  -0.527
H: 0.94442 -1.37936 0.95521  0.102
H: 2.64676 -0.78609 0.62030  0.103

Force components x, y, z for each atom (eV/Å):
O 1.401 0.491 -0.744
S -0.431 1.480 1.129
Cl -0.861 -1.673 -0.055
H -0.914 -0.181 0.196
C 2.003 -3.693 2.456
O 0.800 0.595 -0.792
H -0.236 1.512 -0.980
H -1.762 1.470 -1.210



(10)
Entry from the OMol25 dataset: a molecular structure, CH3CoMgO2 at a distorted geometry (the ωB97M-V functional and the def2-TZVPD basis).

Lowest unoccupied orbital energy (spin up / spin down), eV: 0.34 / -0.96
Maximum force, eV Å⁻¹: 1.46
Spin multiplicity: 5
Expectation value of S²: 6.02
HOMO-LUMO gap (spin up / spin down), eV: 7.303 / 7.780

Last column: natural (NBO) charge in e.
Positions of all 8 atoms, in Å:
O: 2.76719 -0.07597 -0.21660  -1.624
Co: 1.32743 0.81320 -0.55695  1.345
O: -0.24066 0.65143 0.12555  -0.937
C: -1.52090 0.15163 -0.01292  -0.226
Mg: 3.40063 -1.51871 0.75134  0.977
H: -1.61084 -0.64263 -0.77991  0.152
H: -1.84487 -0.30265 0.94444  0.154
H: -2.27798 0.92369 -0.25495  0.158

Force components x, y, z for each atom (eV/Å):
O 0.849 -0.264 -0.130
Co 0.786 -0.447 0.214
O -1.339 0.580 -0.032
C -0.865 -0.555 0.295
Mg -0.130 0.347 -0.232
H 0.172 0.310 0.165
H 0.074 0.132 -0.290
H 0.453 -0.104 0.010



Question: Which value of maximum force does entry 1 give?
Answer: 5.22 eV Å⁻¹



Question: What is the spin multiplicity in the sixth record?
Answer: 1



Question: What is the formula in the sixth record?
Answer: CH3ClO2PS



Please write out number 2 again, unchanged.
Entry from the OMol25 dataset: a single CH3ClFOP molecule at a distorted geometry (the ωB97M-V functional and the def2-TZVPD basis).

Lowest unoccupied orbital energy (spin up / spin down), eV: 0.65 / -3.98
Maximum force, eV Å⁻¹: 4.97
Spin multiplicity: 3
Expectation value of S²: 2.00
HOMO-LUMO gap (spin up / spin down), eV: 6.132 / 7.589

Last column: natural (NBO) charge in e.
Positions of all 8 atoms, in Å:
C: 1.03056 0.10470 0.15663  -0.247
O: -0.04091 -0.49147 0.88213  -0.820
F: -1.37971 -1.32505 -1.06089  -0.565
P: -1.60579 -0.54684 0.39291  1.380
Cl: -2.02701 1.42271 -0.33041  -0.321
H: 1.85354 0.00933 0.79152  0.196
H: 0.88359 1.19113 -0.04623  0.186
H: 1.28575 -0.36450 -0.78566  0.190

Force components x, y, z for each atom (eV/Å):
C -0.603 1.623 -0.901
O -1.855 -0.210 -0.003
F -0.929 1.101 1.587
P 3.208 -3.737 -0.648
Cl -0.470 2.522 -1.130
H 1.336 -0.136 1.027
H -0.215 -0.692 0.230
H -0.472 -0.470 -0.163